Record 1
14
Properties=species:S:1:pos:R:3:lowdin_charge:R:1 method="wB97M-V/def2-TZVPD" relative_energy_kj_mol=468.8 max_force_ev_per_a=4.2 lumo_energy_ev="-6.68 / -8.34" charge=+1 homo_ev="-15.60 / -15.71"
N -1.43358 -0.27853 -0.20934 0.145
N 0.63559 -0.93849 0.10365 0.170
N -4.34991 2.52039 -0.05273 0.038
C 0.27798 1.52998 -0.11814 0.043
C -0.12687 -2.04711 0.09297 0.079
C -1.44541 -1.60261 -0.10501 0.016
C -0.18172 0.14494 -0.08424 -0.274
C -3.59149 1.74981 -0.36915 -0.046
H -0.22220 2.08434 -0.91296 0.113
H 0.00340 2.03439 0.81470 0.127
H -2.34802 -2.17625 -0.16942 0.141
H 0.25388 -3.04234 0.21912 0.154
H 1.35647 1.59065 -0.23907 0.102
H 1.64133 -0.91219 0.22365 0.193

=====

Record 2
20
Properties=species:S:1:pos:R:3:lowdin_charge:R:1 method="wB97M-V/def2-TZVPD" relative_energy_kj_mol=18.9 max_force_ev_per_a=4.4 lumo_energy_ev=3.35 charge=-1 homo_ev=-4.68
S 0.51278 -1.37086 -0.64577 0.623
O 2.20678 -1.05226 1.62347 0.087
O -0.14308 -1.29703 -1.91643 -0.297
O 2.48071 1.06326 0.91076 0.133
O 2.64768 2.78012 -0.59349 0.061
O 0.61330 -2.68999 -0.13188 -0.255
N -0.51876 -0.54440 0.40215 -0.190
N 1.88107 -0.45336 -0.58891 -0.148
N 1.95007 0.75220 -1.29050 0.082
C 2.34904 1.65256 -0.45038 -0.641
C -1.97976 -0.96385 0.24604 -0.154
C 2.26299 -0.22873 0.74568 -0.601
C -0.94273 0.82036 0.08006 -0.233
C -2.37842 0.49878 0.31752 -0.139
H -0.67067 1.20726 -0.93722 0.123
H -2.07706 -1.62625 -0.60624 0.106
H -3.08087 0.65208 -0.49804 0.118
H -2.47542 0.64553 1.33230 0.085
H -2.12837 -1.45980 1.15959 0.089
H -0.50930 1.61438 0.84131 0.148

=====

Record 3
15
Properties=species:S:1:pos:R:3:lowdin_charge:R:1 method="wB97M-V/def2-TZVPD" relative_energy_kj_mol=637.4 max_force_ev_per_a=7.5 lumo_energy_ev="-0.70 / -0.38" homo_ev="-9.17 / -7.48"
N -2.23081 -1.03534 0.14181 0.026
N -3.40912 -0.55619 0.19944 0.028
N -1.34392 -0.03840 -0.03859 -0.089
N 0.94759 0.48506 0.32471 -0.002
C -0.00073 -0.24860 0.01096 -0.197
C -3.31794 0.79839 -0.00716 -0.141
C 0.38745 -2.22565 -0.15128 0.126
C -2.05173 1.10800 -0.21847 -0.073
C 2.17417 0.70894 0.19320 -0.024
H -1.81211 2.12404 -0.31002 0.109
H 1.19170 -2.38972 0.57101 -0.028
H -4.15978 1.47234 0.00069 0.102
H 2.72143 0.15007 -0.66590 0.110
H 2.66574 1.45460 0.72805 0.041
H -0.58511 -2.87625 -0.07283 0.013